w:
An isolated molecule of CH2N4OS, computed with the ωB97M-V functional and the def2-TZVPD basis.

The geometry in XYZ format:
```
9
Properties=species:S:1:pos:R:3
S -2.694 -0.534 -0.076
N -1.175 0.324 0.023
C 0.023 -0.151 0.095
N 0.661 -1.440 0.018
N 1.886 -1.243 -0.039
O 2.230 0.072 -0.159
N 1.050 0.699 -0.098
H -3.258 0.772 -0.220
H 1.277 1.501 0.455
```

Calculated values
2S+1: 1
gap between HOMO and LUMO: 8.24 eV

Here are the natural (NBO) charges for atoms 1 to 6, given in e: 0.167 -0.631 0.416 -0.211 0.169 -0.154


x:
An isolated molecule of CH2N4OS, computed with the ωB97M-V functional and the def2-TZVPD basis.

The geometry in XYZ format:
```
9
Properties=species:S:1:pos:R:3
S -2.472 -0.263 0.046
N -1.017 0.730 -0.156
C 0.204 0.297 -0.146
N 0.725 -1.077 -0.112
N 1.989 -1.106 0.105
O 2.414 0.263 0.069
N 1.326 1.147 -0.068
H -3.274 0.721 0.470
H 1.118 1.747 0.734
```

Calculated values
2S+1: 1
gap between HOMO and LUMO: 8.13 eV

Here are the natural (NBO) charges for atoms 1 to 6, given in e: 0.188 -0.595 0.434 -0.222 0.214 -0.225


From most stable to least stable, the computed energies give x, w.


w:
A cluster of 2 separate species, C9H12N2 in total, computed with the ωB97M-V functional and the def2-TZVPD basis.

The geometry in XYZ format:
```
23
Properties=species:S:1:pos:R:3
C 3.735 -0.081 -0.272
C 3.006 1.086 -0.121
C 3.098 -1.307 -0.152
C 1.647 1.036 0.136
C 1.741 -1.360 0.095
C 0.986 -0.189 0.228
C -0.452 -0.342 0.468
C -1.383 1.817 -0.048
C -4.068 -1.173 -0.107
N -1.433 0.448 0.353
N -3.761 0.126 -0.381
H 4.796 -0.037 -0.473
H 3.496 2.045 -0.200
H 3.665 -2.222 -0.248
H 1.114 1.958 0.292
H 1.250 -2.320 0.182
H -0.734 -1.352 0.768
H -0.707 1.997 -0.890
H -2.399 2.093 -0.327
H -1.070 2.441 0.796
H -5.087 -1.393 -0.472
H -3.385 -1.886 -0.602
H -4.056 -1.385 0.977
```

Calculated values
2S+1: 1
gap between HOMO and LUMO (alpha / beta): 8.74 / 8.62 eV

Here are the natural (NBO) charges for atoms 1 to 6, given in e: -0.196 -0.230 -0.215 -0.128 -0.168 -0.152


x:
An isolated molecule of C9H12N2, computed with the ωB97M-V functional and the def2-TZVPD basis.

The geometry in XYZ format:
```
23
Properties=species:S:1:pos:R:3
C 3.198 -0.125 0.608
C 2.497 1.029 1.293
C 1.209 1.326 1.310
C 0.094 0.677 0.615
C 0.215 0.141 -0.643
C -0.905 -0.477 -1.221
C -0.733 -1.062 -2.620
C -2.091 -0.481 -0.535
C -2.123 0.145 0.717
N -3.306 0.217 1.457
N -1.073 0.711 1.290
H 2.438 -0.865 0.205
H 3.832 -0.666 1.360
H 3.853 0.194 -0.212
H 3.188 1.679 1.814
H 0.847 2.112 1.963
H 1.128 0.291 -1.230
H 0.009 -1.875 -2.582
H -1.686 -1.559 -2.889
H -0.450 -0.329 -3.345
H -3.015 -0.894 -0.993
H -4.052 -0.467 1.170
H -3.075 0.280 2.468
```

Calculated values
2S+1: 1
gap between HOMO and LUMO: 9.10 eV

Here are the natural (NBO) charges for atoms 1 to 6, given in e: -0.662 -0.144 -0.232 0.198 -0.307 0.064


From most stable to least stable, the computed energies give x, w.